[1]
{"formula": "C24H21NO4", "method": "ωB97M-V/def2-TZVPD", "species": ["C", "C", "C", "C", "C", "C", "C", "C", "O", "C", "C", "C", "C", "O", "N", "C", "C", "C", "C", "O", "C", "C", "C", "C", "C", "O", "C", "C", "C", "H", "H", "H", "H", "H", "H", "H", "H", "H", "H", "H", "H", "H", "H", "H", "H", "H", "H", "H", "H", "H"], "positions_angstrom": [[0.02063, -2.52844, -3.64825], [0.69738, -1.74775, -2.50894], [-0.25969, -0.97157, -1.65064], [-0.54722, -1.23582, -0.34150], [-0.16654, -2.46440, 0.34282], [0.40960, -2.44174, 1.60584], [0.70659, -3.62557, 2.22109], [0.34813, -4.85247, 1.67117], [0.62409, -6.02615, 2.33876], [-0.32554, -4.89005, 0.43707], [-0.56465, -3.69007, -0.22545], [-1.53578, -0.19113, 0.19154], [-0.89424, 0.60178, 1.31439], [-1.44994, 0.68254, 2.40235], [0.21161, 1.30752, 0.96863], [0.96166, 2.24288, 1.65978], [1.71450, 3.17572, 0.90015], [2.53315, 4.13959, 1.53915], [2.52202, 4.19990, 2.91464], [3.24533, 5.17639, 3.55087], [1.75538, 3.29978, 3.69348], [0.98382, 2.33002, 3.06343], [-1.72178, 0.69878, -1.03719], [-2.53585, 1.86495, -1.13097], [-2.48439, 2.59524, -2.32902], [-3.24146, 3.70400, -2.50165], [-1.60278, 2.19315, -3.35665], [-0.79991, 1.08171, -3.21081], [-0.87935, 0.27294, -2.06213], [-0.52579, -3.41031, -3.27338], [-0.66991, -1.88971, -4.22442], [0.79099, -2.88992, -4.35648], [1.40613, -1.07537, -2.98193], [1.26369, -2.50101, -1.93167], [0.60592, -1.48591, 2.08281], [1.20906, -3.56242, 3.16963], [0.04507, -6.72292, 1.98282], [-0.64171, -5.85883, 0.01447], [-1.10981, -3.72766, -1.13387], [-2.49688, -0.65244, 0.48180], [0.35322, 1.25050, -0.04040], [1.70513, 3.09986, -0.17524], [3.09452, 4.86436, 0.99359], [3.50342, 4.81249, 4.41806], [1.82029, 3.36147, 4.75887], [0.41140, 1.68273, 3.68248], [-3.17939, 2.18751, -0.31535], [-3.52188, 4.10260, -1.66187], [-1.62631, 2.75815, -4.29426], [-0.16197, 0.75513, -4.00758]], "spin_multiplicity": 1, "total_energy_ev": -34909.188, "smiles": "CCC1=C(c2ccc(O)cc2)[C@@H](C(=O)Nc2ccc(O)cc2)c2cc(O)ccc21", "homo_energy_ha": -0.2844, "homo_lumo_gap_ev": 8.31, "charge": 0, "de_lowest_ev": 1.208}

---

[2]
{"formula": "C24H22AgCl2FNS", "method": "ωB97M-V/def2-TZVPD", "species": ["Ag", "C", "C", "C", "C", "C", "C", "C", "C", "S", "C", "N", "C", "C", "C", "C", "C", "C", "C", "C", "H", "H", "H", "H", "H", "H", "H", "H", "H", "H", "H", "H", "H", "H", "H", "H", "Cl", "C", "Cl", "H", "H", "F", "C", "C", "C", "C", "C", "C", "H", "H", "H", "H"], "positions_angstrom": [[-1.85672, -0.47453, 1.60123], [1.01621, -0.29628, -3.90698], [2.49493, -0.31762, -3.52496], [3.13200, -1.57268, -4.13639], [3.16222, 0.92874, -4.12158], [2.69544, -0.33283, -2.00770], [4.00627, -0.31161, -1.48590], [4.25704, -0.33380, -0.12812], [3.17243, -0.37605, 0.74845], [3.11560, -0.40229, 2.47632], [1.34765, -0.43865, 2.40549], [0.86997, -0.43349, 1.21091], [1.87217, -0.39695, 0.25472], [1.63399, -0.37805, -1.12255], [0.52521, -0.45761, 3.65457], [1.18809, -0.40089, 4.88307], [0.46624, -0.41246, 6.06396], [-0.92228, -0.47625, 5.99758], [-1.56213, -0.52196, 4.76311], [-0.87291, -0.52079, 3.54216], [0.92323, -0.25799, -4.99485], [0.50347, 0.57572, -3.49596], [0.49425, -1.18972, -3.55884], [3.01744, -1.56541, -5.22444], [2.65415, -2.47463, -3.74711], [4.19826, -1.63412, -3.90849], [3.00716, 0.95883, -5.20388], [4.23812, 0.94107, -3.93615], [2.73699, 1.83757, -3.68925], [4.85074, -0.27766, -2.16498], [5.27520, -0.32131, 0.24182], [0.60409, -0.40426, -1.45358], [2.27207, -0.33803, 4.92933], [0.97605, -0.37127, 7.01883], [-1.50407, -0.49279, 6.91374], [-2.64673, -0.56877, 4.75430], [-2.02542, 5.01541, 0.51724], [-0.77849, 3.79580, 0.89496], [-1.43813, 2.20577, 1.21627], [-0.24653, 4.13267, 1.77635], [-0.11741, 3.72570, 0.03997], [-7.39892, -0.40419, -1.44676], [-6.16696, -0.44913, -0.85355], [-5.09391, -0.90550, -1.58222], [-3.84356, -0.94834, -0.96029], [-3.61339, -0.55259, 0.35994], [-4.76119, -0.09373, 1.03690], [-6.03123, -0.03751, 0.45449], [-5.23282, -1.21417, -2.61163], [-3.01324, -1.31851, -1.55640], [-4.68157, 0.24467, 2.06461], [-6.89905, 0.31244, 1.00224]], "spin_multiplicity": 1, "total_energy_ev": -69332.902, "homo_energy_ha": -0.1651, "homo_lumo_gap_ev": 6.85, "charge": -1, "de_lowest_ev": 0.205}

---

[3]
{"formula": "C24H22AsBN4NiS", "method": "ωB97M-V/def2-TZVPD", "species": ["Ni", "B", "N", "C", "C", "C", "N", "N", "C", "C", "C", "N", "H", "H", "H", "H", "H", "H", "H", "H", "S", "C", "C", "C", "C", "C", "C", "As", "C", "C", "C", "C", "C", "C", "C", "C", "C", "C", "C", "C", "H", "H", "H", "H", "H", "H", "H", "H", "H", "H", "H", "H", "H", "H"], "positions_angstrom": [[-0.00976, -0.09916, -0.16412], [2.52203, 2.42310, -0.07785], [2.81673, 0.91024, -0.25676], [4.07817, 0.47007, -0.26527], [4.08131, -0.88063, -0.57001], [2.73905, -1.19250, -0.72916], [1.98272, -0.09992, -0.53031], [1.01080, 2.74363, 0.01683], [0.59347, 4.00994, 0.10941], [-0.78657, 4.02271, 0.19318], [-1.14509, 2.68292, 0.14124], [-0.04881, 1.92089, 0.03901], [3.06567, 2.78282, 0.93669], [2.95497, 3.00100, -1.04459], [4.89320, 1.14426, -0.06461], [4.93551, -1.52789, -0.66156], [2.29741, -2.13775, -0.99351], [1.30481, 4.81836, 0.10869], [-1.42892, 4.88131, 0.27547], [-2.12644, 2.24512, 0.18350], [-2.27918, -0.17368, 0.06337], [-2.89810, -1.80786, 0.03073], [-4.27823, -2.00602, -0.04859], [-4.79459, -3.28989, -0.07722], [-3.95130, -4.39351, -0.01795], [-2.58223, -4.20460, 0.07727], [-2.05365, -2.92042, 0.11220], [-0.18078, -2.48487, 0.21999], [0.00131, -2.08888, 2.12730], [-1.08608, -2.15774, 2.99131], [-0.94883, -1.80572, 4.32536], [0.27962, -1.37843, 4.80744], [1.37313, -1.31728, 3.95700], [1.23588, -1.66671, 2.62190], [0.62136, -4.26152, 0.12664], [0.62669, -4.91577, -1.10349], [1.11523, -6.20854, -1.20371], [1.61419, -6.84646, -0.07634], [1.63227, -6.18899, 1.14462], [1.13992, -4.89552, 1.24779], [-4.92994, -1.14339, -0.09431], [-5.86529, -3.43437, -0.14766], [-4.35589, -5.39648, -0.04418], [-1.91740, -5.05856, 0.13160], [-2.04882, -2.47934, 2.61251], [-1.80510, -1.85811, 4.98490], [0.38026, -1.08819, 5.84551], [2.33425, -0.98656, 4.32916], [2.09899, -1.60906, 1.97245], [0.23326, -4.41139, -1.97923], [1.09985, -6.71802, -2.15820], [1.98676, -7.86005, -0.15004], [2.01971, -6.68245, 2.02633], [1.14769, -4.38501, 2.20226]], "spin_multiplicity": 1, "total_energy_ev": -144599.869, "homo_energy_ha": [-0.2847, -0.2846], "homo_lumo_gap_ev": [7.27, 7.27], "charge": 0}

---

[4]
{"formula": "C24H22AsBrClNO8Rh", "method": "ωB97M-V/def2-TZVPD", "species": ["Rh", "O", "C", "C", "C", "N", "C", "C", "C", "O", "O", "C", "O", "O", "H", "H", "H", "Br", "C", "C", "C", "C", "C", "C", "C", "O", "O", "H", "H", "H", "H", "Cl", "C", "C", "C", "C", "C", "C", "C", "H", "H", "H", "H", "H", "H", "C", "As", "C", "C", "O", "H", "H", "H", "H", "H", "H", "H", "H", "H"], "positions_angstrom": [[0.17416, -1.14280, 1.11469], [-5.59618, -2.35576, 0.27948], [-4.32700, -1.97264, 0.47443], [-3.77795, -0.80024, -0.02976], [-2.42363, -0.56695, 0.22540], [-1.76776, -1.46867, 0.93185], [-2.21313, -2.57257, 1.55948], [-3.57370, -2.79315, 1.35214], [-1.18224, -3.36223, 2.31988], [-1.47032, -4.28637, 3.08439], [0.08233, -2.89515, 2.14145], [-1.67241, 0.67869, 0.01318], [-2.29252, 1.71345, -0.18381], [-0.37152, 0.59263, 0.23280], [-6.09952, -1.71312, -0.27861], [-4.24995, -0.16750, -0.77469], [-4.05786, -3.75980, 1.67655], [6.28681, 2.60850, -3.02786], [4.54756, 2.53473, -2.22211], [3.90310, 3.69579, -1.93464], [2.76574, 3.68429, -1.13440], [2.26788, 2.46338, -0.65939], [2.87145, 1.25878, -0.96678], [3.96540, 1.31547, -1.83181], [2.07094, -0.01610, -0.67182], [1.49544, -0.65292, -1.57513], [1.96073, -0.32407, 0.60258], [4.19431, 4.55937, -2.43781], [2.20555, 4.62693, -0.93642], [1.29000, 2.48671, -0.08339], [4.50846, 0.41439, -2.19460], [3.67362, 2.02811, 6.58538], [2.62220, 1.47304, 5.30098], [2.73019, 0.19189, 4.80734], [1.84280, -0.27490, 3.87934], [0.68167, 0.46677, 3.54226], [-0.49229, -0.16607, 2.85783], [0.66855, 1.83763, 3.92145], [1.53619, 2.29732, 4.87173], [3.54548, -0.46026, 5.17176], [1.99045, -1.27815, 3.42784], [-1.29399, 0.58897, 2.72616], [-0.87349, -1.01711, 3.36587], [-0.04741, 2.56318, 3.65208], [1.42489, 3.24777, 5.34454], [-1.19182, 0.79461, -3.26173], [-1.50235, -1.18502, -3.28832], [0.22373, -1.88187, -4.00042], [-2.67409, -1.56201, -4.83555], [-1.94537, -1.91804, -1.86557], [-1.36041, 1.24164, -4.25312], [-0.19579, 0.88290, -2.82833], [-1.83040, 1.29909, -2.56684], [1.02207, -1.16024, -3.82638], [0.08674, -2.10108, -5.07215], [0.41601, -2.74435, -3.42241], [-3.26131, -0.71135, -5.25601], [-3.35404, -2.32006, -4.43672], [-1.95602, -1.91552, -5.60627]], "spin_multiplicity": 5, "total_energy_ev": -189524.545, "homo_energy_ha": [-0.1255, -0.2011], "homo_lumo_gap_ev": [5.62, 7.22], "charge": -1, "s_squared": 6.019, "de_lowest_ev": 1.088}

---

[5]
{"formula": "C24H22AsNO5Pt", "method": "ωB97M-V/def2-TZVPD", "species": ["Pt", "O", "C", "C", "N", "C", "C", "O", "O", "C", "C", "O", "O", "H", "H", "H", "H", "H", "H", "H", "H", "H", "C", "C", "C", "C", "C", "C", "As", "C", "C", "C", "C", "C", "C", "C", "C", "C", "C", "C", "C", "H", "H", "H", "H", "H", "H", "H", "H", "H", "H", "H", "H", "H"], "positions_angstrom": [[0.21482, 1.89972, -0.48210], [-1.82090, 2.51206, -0.78632], [-2.37922, 2.36100, 0.55416], [-1.66511, 3.25880, 1.56673], [-0.23348, 3.09111, 1.68710], [0.54523, 4.30801, 1.59082], [0.70013, 4.80067, 0.14276], [0.86694, 5.98798, -0.05652], [0.66220, 3.89224, -0.77716], [0.36338, 2.01035, 2.44022], [1.68670, 1.45140, 1.83746], [2.49886, 0.97098, 2.59160], [1.88398, 1.48853, 0.52561], [-2.33573, 1.98820, -1.41384], [-3.43194, 2.64870, 0.51729], [-2.29902, 1.31189, 0.84963], [-1.84365, 4.29618, 1.27917], [-2.19066, 3.09981, 2.52097], [0.12877, 5.12702, 2.18381], [1.55139, 4.11177, 1.96672], [0.60898, 2.28917, 3.47104], [-0.33276, 1.16750, 2.48591], [-3.38912, -2.12506, -3.41443], [-3.68219, -1.37906, -2.28110], [-2.65169, -0.88612, -1.49442], [-1.32472, -1.14221, -1.83230], [-1.03539, -1.89378, -2.96429], [-2.06911, -2.38224, -3.75266], [0.07544, -0.40748, -0.72082], [1.70988, -1.24152, -1.26424], [2.46615, -0.96185, -2.38825], [3.66116, -1.64227, -2.57849], [4.08778, -2.57123, -1.63757], [3.33682, -2.82943, -0.50038], [2.13502, -2.16130, -0.30258], [1.24447, -2.31060, 0.87210], [1.46524, -3.14940, 1.95728], [0.54822, -3.18719, 2.99682], [-0.59432, -2.39802, 2.96738], [-0.82123, -1.55241, 1.89014], [0.09656, -1.51384, 0.85544], [-4.19111, -2.50884, -4.03101], [-4.71151, -1.18573, -2.00800], [-2.89031, -0.32272, -0.59793], [-0.00686, -2.10339, -3.22965], [-1.84015, -2.96720, -4.63382], [2.14191, -0.21088, -3.09829], [4.26746, -1.43673, -3.45051], [5.02582, -3.09024, -1.78529], [3.69770, -3.54017, 0.23149], [2.35248, -3.76719, 2.00296], [0.72872, -3.83612, 3.84368], [-1.30107, -2.43655, 3.78570], [-1.71097, -0.93230, 1.86795]], "spin_multiplicity": 1, "total_energy_ev": -101057.464, "homo_energy_ha": -0.2885, "homo_lumo_gap_ev": 7.75, "charge": 0, "de_lowest_ev": 0.583}

---

[6]
{"formula": "C24H22Br2N", "method": "ωB97M-V/def2-TZVPD", "species": ["Br", "C", "C", "C", "C", "C", "C", "C", "C", "C", "C", "C", "Br", "C", "C", "C", "C", "H", "H", "H", "H", "H", "H", "H", "H", "H", "H", "H", "C", "C", "C", "N", "C", "C", "C", "C", "C", "C", "H", "H", "H", "H", "H", "H", "H", "H", "H", "H", "H"], "positions_angstrom": [[-6.03173, 2.22074, -2.35880], [-4.36290, 1.33032, -2.32478], [-4.31166, -0.05069, -2.34134], [-3.09445, -0.69899, -2.31517], [-1.89023, 0.02953, -2.27278], [-0.62840, -0.64313, -2.23598], [0.59349, -0.00561, -2.31325], [1.82463, -0.62889, -2.23995], [3.08898, 0.03917, -2.28124], [4.29514, -0.69095, -2.30683], [5.51427, -0.04350, -2.33094], [5.56701, 1.33720, -2.32836], [7.23768, 2.22090, -2.34733], [4.40108, 2.07700, -2.30533], [3.17747, 1.44315, -2.28436], [-1.97651, 1.43423, -2.25725], [-3.19809, 2.07066, -2.28282], [-5.23985, -0.60089, -2.38014], [-3.05692, -1.77443, -2.33475], [-0.63576, -1.71431, -2.14274], [0.58196, 1.05284, -2.48033], [1.83663, -1.69766, -2.13885], [4.25769, -1.76760, -2.31355], [6.44203, -0.59589, -2.35549], [4.47414, 3.15360, -2.29599], [2.27694, 2.02908, -2.24786], [-1.07891, 2.02232, -2.20189], [-3.26992, 3.14784, -2.26020], [-3.55277, -1.58062, 1.53668], [-2.29660, -1.56902, 2.33017], [-1.84859, -2.83341, 2.95751], [-1.67228, -0.45862, 2.42467], [-0.48552, -0.04420, 3.07731], [-0.12906, 1.29420, 2.94875], [1.00506, 1.79631, 3.54858], [1.81345, 0.96644, 4.29553], [1.47883, -0.36468, 4.43582], [0.34197, -0.86620, 3.83401], [-4.01780, -2.56595, 1.51938], [-4.26878, -0.87467, 1.95515], [-3.35226, -1.28077, 0.50934], [-2.53363, -3.65005, 2.73876], [-0.87219, -3.13561, 2.58449], [-1.80274, -2.74628, 4.04125], [-0.77204, 1.93050, 2.36420], [1.25528, 2.83832, 3.43294], [2.69936, 1.36214, 4.76464], [2.11467, -1.00993, 5.02064], [0.10180, -1.90396, 3.95846]], "spin_multiplicity": 1, "total_energy_ev": -166812.199, "homo_energy_ha": -0.3916, "homo_lumo_gap_ev": 4.80, "charge": 1}